[1]
The following is a DFT calculation (ωB97M-V/def2-TZVPD) of the molecule C11H17N3S.

ORCA input file:
```
! RIJCOSX wB97M-V def2-TZVPD def2/J DEFGRID3
* xyz 0 1
C -6.220 0.041 0.518
N -6.259 -0.879 -0.427
C -4.990 -1.263 -0.909
C -3.969 -0.510 -0.253
C -2.508 -0.547 -0.718
C -2.230 0.668 -1.547
C -1.440 0.507 -0.269
N 0.016 0.194 -0.294
C 0.970 0.247 0.816
C 2.378 -0.099 0.335
C 2.820 1.021 -0.685
N 2.919 2.385 -0.067
C 1.596 2.772 0.447
C 1.151 1.673 1.537
S -4.688 0.616 0.916
H -7.132 0.509 0.949
H -4.931 -1.874 -1.775
H -2.144 -1.556 -0.926
H -1.650 0.646 -2.510
H -2.866 1.548 -1.442
H -1.817 1.244 0.434
H 0.422 0.080 -1.193
H 0.617 -0.339 1.626
H 2.430 -1.084 -0.151
H 3.217 -0.163 1.181
H 3.726 0.562 -1.000
H 2.120 0.997 -1.532
H 3.360 3.084 -0.633
H 0.740 3.000 -0.332
H 1.708 3.779 0.951
H 1.940 1.715 2.247
H 0.302 1.928 2.125
*
```

Calculated values
* maximum force: 0.1030 Eh/bohr
* relative energy (zero: lowest compared OMol25 entry of this formula, charge and spin): 4.9 kcal per mole
* HOMO level: -0.2990 hartree
* calculated total energy: -26985.0814 eV

For reference, the Mulliken charges in units of e are: atom 1 (C): -0.0068, atom 2 (N): -0.5537, atom 3 (C): -0.6469, atom 4 (C): 0.1987, atom 5 (C): -0.1304, atom 6 (C): -0.7163, atom 7 (C): -0.1890, atom 8 (N): -0.1436, atom 9 (C): -0.3165, atom 10 (C): -0.8859, atom 11 (C): -0.7096, atom 12 (N): -0.4336, atom 13 (C): -0.4748, atom 14 (C): -0.9954, atom 15 (S): -0.0778, atom 16 (H): 0.3479, atom 17 (H): 0.4263, atom 18 (H): 0.3786, atom 19 (H): 0.2669, atom 20 (H): 0.2536, atom 21 (H): 0.4747, atom 22 (H): 0.2435, atom 23 (H): 0.3898, atom 24 (H): 0.3833, atom 25 (H): 0.3595, atom 26 (H): 0.4380, atom 27 (H): 0.3659, atom 28 (H): 0.2456, atom 29 (H): 0.1833, atom 30 (H): 0.3997, atom 31 (H): 0.4799, atom 32 (H): 0.4449

***

[2]
The following is a DFT calculation (ωB97M-V/def2-TZVPD) of the molecule C4H6OS3.

ORCA input file:
```
! RIJCOSX wB97M-V def2-TZVPD def2/J DEFGRID3
* xyz 0 1
O 0.608 -1.335 1.036
C -0.011 -0.720 -0.013
C -1.459 -0.748 0.125
S -2.742 0.092 -0.982
C 0.415 0.832 -0.014
S -0.350 2.240 0.243
C 2.099 1.032 -0.100
S 3.081 0.011 -0.987
H 1.744 -1.211 0.892
H 0.341 -1.203 -0.943
H -1.762 -0.629 1.173
H -1.841 -1.815 -0.037
H -2.806 1.341 -0.743
H 2.685 2.112 0.350
*
```

Calculated values
* maximum force: 0.1009 Eh/bohr
* relative energy (zero: lowest compared OMol25 entry of this formula, charge and spin): 88.8 kcal per mole
* HOMO level: -0.3289 hartree
* calculated total energy: -38794.2511 eV

For reference, the Mulliken charges in units of e are: atom 1 (O): -0.5230, atom 2 (C): 0.6094, atom 3 (C): -1.1473, atom 4 (S): -0.1544, atom 5 (C): 0.3281, atom 6 (S): -0.2204, atom 7 (C): -0.4690, atom 8 (S): -0.1328, atom 9 (H): 0.3580, atom 10 (H): 0.2355, atom 11 (H): 0.4399, atom 12 (H): 0.3386, atom 13 (H): 0.0879, atom 14 (H): 0.2494

***

[3]
The following is a DFT calculation (ωB97M-V/def2-TZVPD) of the ion C5H10N with charge +1.

ORCA input file:
```
! RIJCOSX wB97M-V def2-TZVPD def2/J DEFGRID3
* xyz 1 1
C 3.433 0.329 -0.183
C 2.038 -0.093 0.183
C 0.768 -0.528 0.585
N -0.484 -0.175 -0.132
C -1.568 -1.077 -0.004
C -0.844 1.295 0.097
H 3.711 1.414 -0.015
H 3.936 -0.199 -0.942
H 0.577 -1.215 1.437
H -0.308 -0.149 -1.181
H -1.426 -1.900 -0.681
H -1.627 -1.387 1.014
H -2.429 -0.612 -0.401
H -0.313 1.826 -0.584
H -1.870 1.515 0.270
H -0.296 1.573 0.977
*
```

Calculated values
* maximum force: 0.1554 Eh/bohr
* relative energy (zero: lowest compared OMol25 entry of this formula, charge and spin): 89.4 kcal per mole
* HOMO level: -0.5220 hartree
* calculated total energy: -6826.3239 eV

For reference, the Mulliken charges in units of e are: atom 1 (C): -0.6139, atom 2 (C): 0.0157, atom 3 (C): -0.1897, atom 4 (N): 0.0425, atom 5 (C): -1.0324, atom 6 (C): -0.9216, atom 7 (H): 0.2638, atom 8 (H): 0.2956, atom 9 (H): 0.3217, atom 10 (H): 0.4254, atom 11 (H): 0.3919, atom 12 (H): 0.3791, atom 13 (H): 0.4264, atom 14 (H): 0.4541, atom 15 (H): 0.3479, atom 16 (H): 0.3934

***

[4]
The following is a DFT calculation (ωB97M-V/def2-TZVPD) of a structure of composition C10H18AlI2O4.

ORCA input file:
```
! RIJCOSX wB97M-V def2-TZVPD def2/J DEFGRID3
* xyz -1 1
C 5.534 -0.349 0.810
C 4.236 -0.428 0.033
O 3.618 0.837 0.028
C 2.654 0.984 -0.999
C 1.376 0.209 -0.685
O 0.280 0.623 -1.439
C -0.378 1.767 -0.925
C -1.886 1.566 -0.777
C -2.487 2.377 0.394
O -3.729 1.804 0.718
Al -3.185 0.111 0.968
C -4.465 -1.416 0.618
I -6.567 -1.202 0.775
C -3.914 -2.584 0.282
C -2.427 -2.766 0.159
I -4.986 -4.394 -0.155
O -2.165 0.206 -0.521
H 6.161 -1.198 0.556
H 6.086 0.546 0.543
H 5.325 -0.337 1.873
H 3.596 -1.168 0.514
H 4.455 -0.740 -0.990
H 2.453 2.040 -1.141
H 3.076 0.622 -1.940
H 1.544 -0.838 -0.935
H 1.205 0.252 0.393
H -0.204 2.572 -1.648
H 0.068 2.099 0.013
H -2.439 1.832 -1.686
H -1.806 2.152 1.237
H -2.531 3.451 0.231
H -2.375 0.020 2.347
H -1.909 -2.255 0.967
H -2.140 -3.810 0.165
H -2.085 -2.314 -0.768
*
```

Calculated values
* maximum force: 0.0214 Eh/bohr
* HOMO level: -0.1993 hartree
* calculated total energy: -41652.4513 eV

For reference, the Mulliken charges in units of e are: atom 1 (C): -1.2700, atom 2 (C): -0.1309, atom 3 (O): -0.3890, atom 4 (C): -0.3381, atom 5 (C): -0.5312, atom 6 (O): -0.3543, atom 7 (C): -0.9766, atom 8 (C): 0.4776, atom 9 (C): -0.7179, atom 10 (O): -0.5548, atom 11 (Al): 0.6314, atom 12 (C): -0.0820, atom 13 (I): -0.0371, atom 14 (C): -0.0299, atom 15 (C): -1.0753, atom 16 (I): -0.0664, atom 17 (O): -0.5565, atom 18 (H): 0.3719, atom 19 (H): 0.3169, atom 20 (H): 0.2953, atom 21 (H): 0.2554, atom 22 (H): 0.3111, atom 23 (H): 0.3098, atom 24 (H): 0.3253, atom 25 (H): 0.3362, atom 26 (H): 0.3834, atom 27 (H): 0.3060, atom 28 (H): 0.4665, atom 29 (H): 0.3057, atom 30 (H): 0.2209, atom 31 (H): 0.3497, atom 32 (H): -0.4660, atom 33 (H): 0.1741, atom 34 (H): 0.4947, atom 35 (H): 0.2441

***

[5]
The following is a DFT calculation (ωB97M-V/def2-TZVPD) of a structure of composition C23H41F4N2O6P2Pd.

ORCA input file:
```
! RIJCOSX wB97M-V def2-TZVPD def2/J DEFGRID3
* xyz -1 1
Pd -0.128 0.873 -0.840
C -3.366 0.731 -0.192
N -2.368 1.305 -1.098
C -2.747 0.993 -2.474
C -2.271 2.744 -0.863
C -1.294 3.450 -1.784
N -0.052 2.699 -1.945
C 0.934 3.261 -2.659
C 2.038 2.497 -3.146
F 2.050 1.155 -2.996
C 3.097 3.027 -3.843
F 4.078 2.187 -4.240
C 3.187 4.364 -4.180
C 2.112 5.129 -3.782
F 2.102 6.448 -4.080
C 1.040 4.625 -3.077
F 0.083 5.547 -2.776
H -4.358 1.160 -0.409
H -3.086 0.935 0.838
H -3.386 -0.348 -0.326
H -3.715 1.454 -2.729
H -2.837 -0.089 -2.560
H -1.985 1.346 -3.168
H -1.962 2.867 0.177
H -3.259 3.224 -0.973
H -1.143 4.444 -1.360
H -1.779 3.603 -2.760
H 4.027 4.774 -4.719
C 0.092 2.834 3.477
C 0.607 2.274 2.165
C 1.852 2.975 1.663
O 0.928 0.884 2.363
P -0.138 -0.253 1.957
O -1.529 0.174 2.211
C 0.315 -0.824 0.366
P -0.535 -2.162 -0.409
O -1.896 -1.940 -0.933
O -0.601 -3.454 0.551
C 0.536 -4.019 1.217
C 1.207 -5.060 0.336
C 0.018 -4.628 2.506
O 0.545 -2.629 -1.504
C 0.297 -2.806 -2.913
C -0.139 -1.516 -3.580
C -0.679 -3.949 -3.149
O 0.363 -1.399 2.978
C 0.284 -1.186 4.395
C 1.437 -1.946 5.020
C -1.071 -1.638 4.910
H -0.132 3.898 3.376
H 0.849 2.711 4.257
H -0.817 2.311 3.776
H -0.180 2.342 1.410
H 2.648 2.909 2.409
H 1.640 4.028 1.467
H 2.186 2.513 0.735
H 1.383 -1.038 0.380
H 1.361 0.895 -0.810
H 1.241 -3.219 1.461
H 0.484 -5.836 0.072
H 2.035 -5.524 0.875
H 1.587 -4.610 -0.579
H -0.692 -5.426 2.277
H -0.486 -3.867 3.097
H 0.844 -5.047 3.085
H 1.279 -3.092 -3.300
H -1.097 -1.194 -3.177
H -0.250 -1.684 -4.654
H 0.592 -0.725 -3.418
H -1.668 -3.676 -2.784
H -0.347 -4.846 -2.622
H -0.734 -4.171 -4.217
H 0.412 -0.116 4.589
H 1.336 -3.014 4.817
H 1.449 -1.795 6.102
H 2.385 -1.601 4.606
H -1.203 -2.707 4.731
H -1.863 -1.099 4.391
H -1.148 -1.453 5.984
*
```

Calculated values
* maximum force: 0.0141 Eh/bohr
* relative energy (zero: lowest compared OMol25 entry of this formula, charge and spin): 0.0 kcal per mole
* HOMO level: -0.1536 hartree
* calculated total energy: -72715.8384 eV

For reference, the Mulliken charges in units of e are: atom 1 (Pd): -0.1657, atom 2 (C): -1.3023, atom 3 (N): 1.1645, atom 4 (C): -1.3046, atom 5 (C): -1.5026, atom 6 (C): -0.6866, atom 7 (N): 0.6233, atom 8 (C): -0.3501, atom 9 (C): 0.0609, atom 10 (F): -0.2975, atom 11 (C): 0.0988, atom 12 (F): -0.3289, atom 13 (C): -0.6155, atom 14 (C): 0.1709, atom 15 (F): -0.3441, atom 16 (C): 0.4907, atom 17 (F): -0.3500, atom 18 (H): 0.3314, atom 19 (H): 0.2805, atom 20 (H): 0.2671, atom 21 (H): 0.2833, atom 22 (H): 0.3253, atom 23 (H): 0.2241, atom 24 (H): 0.3141, atom 25 (H): 0.3891, atom 26 (H): 0.4567, atom 27 (H): 0.5296, atom 28 (H): 0.4885, atom 29 (C): -1.6758, atom 30 (C): 2.3540, atom 31 (C): -1.4527, atom 32 (O): -0.2676, atom 33 (P): 0.4640, atom 34 (O): -0.8534, atom 35 (C): -0.5283, atom 36 (P): 0.7232, atom 37 (O): -0.8880, atom 38 (O): -0.4558, atom 39 (C): 1.1783, atom 40 (C): -1.4332, atom 41 (C): -1.3920, atom 42 (O): -0.4690, atom 43 (C): 0.4872, atom 44 (C): -0.6772, atom 45 (C): -1.4086, atom 46 (O): 0.1556, atom 47 (C): 0.8082, atom 48 (C): -1.4180, atom 49 (C): -1.3219, atom 50 (H): 0.4550, atom 51 (H): 0.3266, atom 52 (H): 0.3277, atom 53 (H): -1.0704, atom 54 (H): 0.3847, atom 55 (H): 0.3698, atom 56 (H): 0.2105, atom 57 (H): 1.0474, atom 58 (H): -0.0007, atom 59 (H): 0.0914, atom 60 (H): 0.2856, atom 61 (H): 0.4311, atom 62 (H): 0.2423, atom 63 (H): 0.4020, atom 64 (H): 0.0909, atom 65 (H): 0.3317, atom 66 (H): 0.3706, atom 67 (H): -0.1599, atom 68 (H): 0.5311, atom 69 (H): -0.0164, atom 70 (H): 0.2625, atom 71 (H): 0.3081, atom 72 (H): 0.4867, atom 73 (H): 0.2123, atom 74 (H): 0.1751, atom 75 (H): 0.4176, atom 76 (H): 0.3776, atom 77 (H): 0.2370, atom 78 (H): 0.2454, atom 79 (H): 0.4465

***

[6]
The following is a DFT calculation (ωB97M-V/def2-TZVPD) of a structure of composition C41H42P2PdTe.

ORCA input file:
```
! RIJCOSX wB97M-V def2-TZVPD def2/J DEFGRID3
* xyz 0 3
Pd 0.059 -0.006 2.229
C -1.851 0.850 -5.379
C -1.858 -0.420 -4.959
C -0.981 -1.579 -5.354
C 0.351 -1.251 -6.065
C 1.264 -0.380 -5.237
C 1.271 0.953 -5.118
C 0.394 1.992 -5.768
C -0.938 1.510 -6.385
C 1.463 0.478 3.738
H -2.581 1.517 -4.919
H -2.610 -0.679 -4.212
H -1.561 -2.268 -5.989
H -0.755 -2.149 -4.442
H 0.862 -2.201 -6.260
H 0.154 -0.809 -7.043
H 1.994 -0.923 -4.636
H 2.022 1.376 -4.450
H 0.974 2.516 -6.544
H 0.168 2.755 -5.010
H -1.449 2.390 -6.792
H -0.741 0.856 -7.236
H 1.250 1.455 4.182
H 2.484 0.494 3.335
H 1.423 -0.283 4.528
P -1.418 -0.522 0.587
P 1.612 0.007 0.573
C -0.500 -0.764 -0.980
C 0.822 -0.557 -0.980
C -2.417 -2.046 0.704
C -2.777 -2.800 -0.423
C -3.503 -3.979 -0.272
C -3.876 -4.412 1.004
C -3.523 -3.664 2.127
C -2.795 -2.484 1.979
C -2.626 0.765 0.123
C -2.232 2.111 0.134
C -3.165 3.120 -0.096
C -4.503 2.797 -0.327
C -4.904 1.460 -0.326
C -3.972 0.447 -0.102
C 3.091 -1.047 0.694
C 3.003 -2.333 1.244
C 4.154 -3.096 1.438
C 5.403 -2.577 1.096
C 5.499 -1.291 0.560
C 4.351 -0.527 0.362
C 2.273 1.635 0.062
C 2.480 2.592 1.064
C 2.924 3.872 0.730
C 3.166 4.200 -0.604
C 2.966 3.248 -1.607
C 2.520 1.970 -1.277
H -1.036 -1.056 -1.883
H 1.423 -0.673 -1.882
H -2.501 -2.456 -1.416
H -3.781 -4.560 -1.147
H -4.445 -5.331 1.119
H -3.818 -3.996 3.118
H -2.515 -1.884 2.842
H -1.193 2.367 0.328
H -2.847 4.159 -0.092
H -5.231 3.583 -0.504
H -5.946 1.203 -0.498
H -4.290 -0.591 -0.102
H 2.033 -2.734 1.526
H 4.074 -4.094 1.859
H 6.300 -3.172 1.248
H 6.470 -0.881 0.299
H 4.430 0.474 -0.051
H 2.294 2.313 2.099
H 3.088 4.607 1.513
H 3.517 5.195 -0.864
H 3.159 3.503 -2.645
H 2.374 1.227 -2.057
Te -1.988 0.543 3.976
C -0.973 0.223 5.806
C -0.718 1.311 6.648
C -0.070 1.115 7.870
C 0.327 -0.171 8.252
C 0.072 -1.260 7.412
C -0.582 -1.065 6.190
H -1.028 2.307 6.358
H 0.121 1.957 8.523
H 0.827 -0.322 9.200
H 0.377 -2.254 7.709
H -0.781 -1.910 5.544
*
```

Calculated values
* maximum force: 0.0197 Eh/bohr
* relative energy (zero: lowest compared OMol25 entry of this formula, charge and spin): 0.0 kcal per mole
* HOMO level (spin up / spin down): -0.1553 / -0.2826 hartree
* calculated total energy: -72545.8766 eV

For reference, the Mulliken charges in units of e are: atom 1 (Pd): -0.3121, atom 2 (C): -0.3429, atom 3 (C): -0.3687, atom 4 (C): -0.4670, atom 5 (C): -1.0514, atom 6 (C): -0.1466, atom 7 (C): -0.2915, atom 8 (C): -0.6322, atom 9 (C): -0.8950, atom 10 (C): -1.4758, atom 11 (H): 0.3493, atom 12 (H): 0.3922, atom 13 (H): 0.3926, atom 14 (H): 0.2500, atom 15 (H): 0.3955, atom 16 (H): 0.3420, atom 17 (H): 0.3742, atom 18 (H): 0.3133, atom 19 (H): 0.3615, atom 20 (H): 0.2986, atom 21 (H): 0.4054, atom 22 (H): 0.3377, atom 23 (H): 0.3514, atom 24 (H): 0.4636, atom 25 (H): 0.2829, atom 26 (P): 1.3769, atom 27 (P): 1.2737, atom 28 (C): -1.0824, atom 29 (C): -0.7052, atom 30 (C): 0.4952, atom 31 (C): -0.0250, atom 32 (C): -0.6114, atom 33 (C): -0.5629, atom 34 (C): -0.6091, atom 35 (C): -0.1918, atom 36 (C): 0.7425, atom 37 (C): -0.5012, atom 38 (C): -0.7151, atom 39 (C): -0.5673, atom 40 (C): -0.7500, atom 41 (C): -0.3437, atom 42 (C): 0.5198, atom 43 (C): -0.5976, atom 44 (C): -0.5853, atom 45 (C): -0.5044, atom 46 (C): -0.6091, atom 47 (C): -0.3752, atom 48 (C): 0.3213, atom 49 (C): -0.5090, atom 50 (C): -0.6602, atom 51 (C): -0.5806, atom 52 (C): -0.4144, atom 53 (C): 0.0824, atom 54 (H): 0.1657, atom 55 (H): 0.8036, atom 56 (H): 0.2657, atom 57 (H): 0.4047, atom 58 (H): 0.3659, atom 59 (H): 0.4035, atom 60 (H): -0.3487, atom 61 (H): 0.3042, atom 62 (H): 0.4355, atom 63 (H): 0.3895, atom 64 (H): 0.4205, atom 65 (H): 0.3641, atom 66 (H): 0.3343, atom 67 (H): 0.3897, atom 68 (H): 0.3665, atom 69 (H): 0.3917, atom 70 (H): 0.3010, atom 71 (H): 0.1644, atom 72 (H): 0.4122, atom 73 (H): 0.3684, atom 74 (H): 0.4308, atom 75 (H): 0.0982, atom 76 (Te): 0.2788, atom 77 (C): 0.3130, atom 78 (C): -0.4835, atom 79 (C): -0.5181, atom 80 (C): -0.4617, atom 81 (C): -0.4981, atom 82 (C): -0.3215, atom 83 (H): 0.3492, atom 84 (H): 0.3656, atom 85 (H): 0.3627, atom 86 (H): 0.3697, atom 87 (H): 0.3746